(1)
{
  "formula": "FH10O5V",
  "method": "the ωB97M-V functional and the def2-TZVPD basis",
  "gap_ev": [6.64, 7.13],
  "multiplicity": 4,
  "charge": 1,
  "homo_ev": [-14.264, -14.263],
  "s2": 3.754,
  "elements": ["V", "F", "O", "H", "H", "O", "H", "H", "O", "H", "H", "O", "H", "H", "O", "H", "H"],
  "coordinates": [[10.918, 13.377, 2.395], [11.292, 12.702, 4.350], [9.642, 14.155, 5.816], [10.235, 13.569, 5.311], [9.464, 15.003, 5.350], [9.257, 10.943, 4.723], [10.053, 11.459, 4.757], [8.600, 11.563, 4.973], [13.171, 10.500, 3.933], [13.741, 11.225, 3.648], [12.726, 10.847, 4.676], [13.751, 13.184, 4.615], [12.760, 12.968, 4.616], [13.854, 13.298, 5.570], [10.807, 15.433, 3.306], [10.166, 16.098, 3.228], [11.501, 15.682, 3.867]],
  "atomic_forces_ev_per_a": [[0.465, -0.377, 3.166], [-0.823, 0.736, -2.851], [-0.513, 0.724, -0.234], [-0.219, 0.813, 0.154], [0.394, -1.289, 0.512], [0.381, -0.913, -0.925], [0.735, 0.006, 0.222], [-1.341, 0.795, 0.651], [0.499, -0.487, -1.855], [0.244, -0.171, 0.334], [-0.681, 0.370, 1.378], [-1.872, 0.055, 0.373], [1.917, 0.342, -0.153], [0.695, 0.131, -0.081], [-0.215, -3.297, -2.162], [-1.359, 1.799, -0.166], [1.691, 0.763, 1.637]],
  "lowdin_charge": [1.502, -0.455, -0.065, -0.034, 0.036, -0.017, -0.039, 0.015, -0.035, 0.017, -0.010, -0.101, -0.028, 0.060, 0.000, 0.078, 0.077]
}

---

(2)
{
  "formula": "FH18O9",
  "method": "the ωB97M-V functional and the def2-TZVPD basis",
  "gap_ev": 10.48,
  "charge": -1,
  "homo_ev": -7.261,
  "elements": ["F", "O", "H", "H", "O", "H", "H", "O", "H", "H", "O", "H", "H", "O", "H", "H", "O", "H", "H", "O", "H", "H", "O", "H", "H", "O", "H", "H"],
  "coordinates": [[-0.025, -0.149, -0.424], [2.664, -0.241, -1.890], [2.400, -1.099, -2.254], [1.829, 0.119, -1.610], [-2.248, 0.363, 0.776], [-1.562, 0.045, 0.235], [-3.016, -0.114, 0.487], [1.012, 2.090, -0.682], [1.823, 2.095, -0.219], [0.682, 1.229, -0.412], [-0.532, 1.758, 2.633], [-0.026, 1.000, 2.284], [-1.080, 2.043, 1.956], [1.294, -2.626, -0.110], [1.115, -1.720, -0.151], [0.450, -2.924, 0.188], [-0.295, -1.260, -2.713], [-0.102, -0.856, -1.829], [0.078, -0.555, -3.240], [1.380, -0.220, 1.706], [0.859, -0.751, 2.253], [0.892, -0.251, 0.854], [-1.109, -1.315, 2.454], [-1.610, -0.637, 1.926], [-1.268, -1.230, 3.409], [-1.476, 1.540, -2.097], [-0.762, 1.171, -1.547], [-1.366, 2.494, -1.983]],
  "atomic_forces_ev_per_a": [[-0.155, -0.382, 0.038], [0.466, -0.555, -0.487], [0.139, 0.027, 0.152], [-0.462, 0.528, 0.247], [-1.854, 0.885, 1.737], [2.205, -0.520, -1.840], [-0.716, -0.171, -0.299], [-0.540, 0.783, -0.723], [1.616, 0.498, 0.758], [-0.677, -0.441, 0.099], [1.691, -0.790, 2.284], [0.093, 0.478, 0.029], [-1.618, 0.659, -2.095], [0.972, -2.043, -0.147], [0.062, 2.328, -0.328], [-0.916, -0.793, 0.361], [0.493, 0.231, 0.429], [-0.610, -0.803, -0.205], [-0.113, 0.173, -0.823], [1.413, 1.675, -1.262], [-1.319, -1.643, 1.408], [0.214, 0.081, 0.446], [0.038, -0.554, 0.419], [0.110, -0.156, 0.921], [-0.181, 0.356, -0.808], [0.099, 0.405, -0.003], [-0.486, 0.054, -0.296], [0.037, -0.308, -0.009]],
  "lowdin_charge": [-0.420, -0.054, 0.036, -0.029, -0.018, -0.024, 0.067, -0.051, 0.025, -0.051, -0.052, -0.010, -0.027, -0.026, -0.059, 0.024, -0.092, -0.032, 0.016, -0.060, -0.024, -0.025, -0.095, -0.007, 0.053, -0.077, -0.023, 0.036]
}

---

(3)
{
  "formula": "FH2N2O",
  "method": "the ωB97M-V functional and the def2-TZVPD basis",
  "gap_ev": 8.61,
  "charge": -1,
  "homo_ev": -3.296,
  "elements": ["N", "N", "O", "F", "H", "H"],
  "coordinates": [[0.244, 0.772, -0.025], [-0.860, -0.255, -0.084], [-1.183, -0.658, 0.995], [0.234, -1.627, -0.728], [0.960, 0.725, 0.710], [0.605, 1.043, -0.867]],
  "atomic_forces_ev_per_a": [[-1.931, -0.308, 3.367], [1.031, 1.313, -0.322], [0.168, 0.311, 0.417], [0.548, -0.667, -0.479], [-0.621, -0.694, -0.275], [0.804, 0.045, -2.708]],
  "lowdin_charge": [-0.028, -0.251, -0.179, -0.567, 0.044, -0.020]
}

---

(4)
{
  "formula": "FH2O3PS",
  "method": "the ωB97M-V functional and the def2-TZVPD basis",
  "smiles": "OP(O)(=S)OF",
  "gap_ev": 10.33,
  "homo_ev": -9.889,
  "elements": ["O", "P", "O", "S", "O", "F", "H", "H"],
  "coordinates": [[-0.123, -1.419, 0.169], [-0.134, 0.118, -0.005], [-1.036, 0.278, -1.262], [-0.676, 1.301, 1.408], [1.358, 0.397, -0.688], [2.265, 0.167, 0.343], [-0.080, -1.801, 1.024], [-1.573, 0.959, -0.989]],
  "atomic_forces_ev_per_a": [[0.082, -0.812, -0.972], [0.522, 1.107, 1.203], [2.006, -2.378, -1.778], [0.396, -0.522, -0.076], [-0.983, 0.227, -0.720], [0.550, -0.196, 0.617], [0.077, -0.366, 1.371], [-2.651, 2.940, 0.356]],
  "lowdin_charge": [-0.106, 0.051, -0.101, 0.328, -0.171, -0.082, 0.081, 0.001]
}

---

(5)
{
  "formula": "FH2O3PS",
  "method": "the ωB97M-V functional and the def2-TZVPD basis",
  "gap_ev": [6.62, 9.10],
  "multiplicity": 3,
  "homo_ev": [-5.925, -12.831],
  "s2": 2.004,
  "elements": ["O", "O", "O", "F", "P", "S", "H", "H"],
  "coordinates": [[-2.350, -0.135, 0.774], [-1.014, -0.724, -1.224], [0.197, -0.223, 0.941], [-0.972, 1.526, -0.333], [1.475, -0.720, -0.054], [-1.196, -0.030, -0.014], [1.446, 0.417, -0.890], [2.412, -0.112, 0.800]],
  "atomic_forces_ev_per_a": [[-0.391, -0.036, 0.303], [-0.039, -0.392, -0.789], [-3.556, 0.555, -0.644], [-0.256, -1.079, 0.140], [3.088, 1.017, -0.513], [1.620, 1.553, 1.731], [-0.759, -0.506, -0.787], [0.293, -1.113, 0.559]],
  "lowdin_charge": [-0.209, -0.284, -0.544, -0.165, 0.786, 0.550, -0.063, -0.072]
}

---

(6)
{
  "formula": "FH2PS3",
  "method": "the ωB97M-V functional and the def2-TZVPD basis",
  "gap_ev": [6.90, 6.95],
  "homo_ev": [-9.894, -9.482],
  "elements": ["F", "P", "S", "S", "S", "H", "H"],
  "coordinates": [[-0.235, 0.786, 1.322], [-1.347, -0.274, 0.722], [-1.090, -1.938, 1.781], [1.624, -1.643, -1.228], [-3.120, 0.673, 1.434], [2.910, -1.912, -1.023], [-2.971, 1.711, 0.608]],
  "atomic_forces_ev_per_a": [[-0.808, -0.676, -0.776], [0.924, 0.444, 1.639], [-0.326, 0.543, -0.663], [-0.352, 0.040, -0.051], [0.242, -0.440, -0.036], [0.328, -0.051, 0.067], [-0.008, 0.140, -0.180]],
  "lowdin_charge": [-0.431, 0.068, 0.185, 0.324, 0.365, -0.311, -0.199]
}